Record 1
Molecular formula: C34H44N3O3P3PdS
Method: DFT, ωB97M-V/def2-TZVPD

Computed properties:
multiplicity	1
gap between HOMO and LUMO (spin up / spin down)	5.09 / 5.09	eV
charge	+4
LUMO level (spin up / spin down)	-14.159 / -14.159	eV
electronic energy	-88731.0126	eV

Geometry as XYZ:
```
89
Properties=species:S:1:pos:R:3:forces:R:3:lowdin_charge:R:1
Pd -0.02082 1.67611 0.55597 -0.31 0.28 0.19 0.373
N 1.90975 0.81502 2.58201 -0.19 -0.20 0.04 -0.278
P 2.29009 1.17915 1.01618 -0.20 0.05 -0.08 0.946
C 3.26426 2.64495 0.82884 0.02 -0.07 -0.11 -0.360
C 4.63335 2.43874 1.08883 -0.04 0.06 0.01 -0.068
C 5.48004 3.53350 1.11925 0.04 -0.03 0.01 -0.016
C 4.98225 4.80970 0.88517 -0.01 0.01 0.00 0.002
C 3.62906 5.00704 0.63085 0.00 -0.01 0.01 -0.024
C 2.76167 3.92831 0.60852 0.04 0.02 0.08 -0.100
C 2.93331 -0.20328 0.17632 -0.06 0.02 0.00 -0.354
C 3.79048 -0.00299 -0.92390 0.13 0.07 -0.07 -0.085
C 4.38561 -1.09308 -1.52618 -0.03 0.01 -0.01 -0.016
C 4.12080 -2.37807 -1.05167 0.03 -0.02 -0.04 0.019
C 3.25221 -2.58396 0.01784 -0.08 0.03 0.04 -0.015
C 2.64546 -1.50358 0.62716 -0.03 -0.10 0.01 -0.055
P 0.37548 1.46831 2.90161 0.15 -0.26 0.08 0.927
C -0.21654 0.49397 4.25394 -0.01 0.07 -0.16 -0.360
C -0.89495 1.14363 5.29062 -0.02 0.04 0.03 -0.051
C -1.24734 0.42361 6.42053 0.00 -0.02 0.01 -0.019
C -0.93208 -0.92798 6.51146 0.00 0.02 -0.02 -0.008
C -0.27729 -1.57776 5.46627 0.01 0.00 -0.01 -0.035
C 0.07419 -0.87374 4.33011 -0.01 -0.08 0.01 -0.086
C 0.46704 3.19107 3.31112 -0.02 -0.01 -0.08 -0.399
C 1.46831 3.63251 4.18143 0.07 0.02 0.01 -0.062
C 1.54455 4.97886 4.49385 -0.01 -0.03 0.00 -0.020
C 0.63278 5.87504 3.94236 -0.02 0.00 -0.02 -0.006
C -0.36590 5.43405 3.08102 -0.01 0.02 0.01 -0.032
C -0.45230 4.08900 2.76031 -0.06 0.02 0.03 -0.106
H 2.48586 0.29907 3.24161 0.08 0.18 0.07 0.123
H 5.03235 1.44780 1.27029 0.02 0.00 -0.01 0.121
H 6.53411 3.38590 1.31424 0.00 0.00 0.00 0.135
H 5.65581 5.65670 0.90041 0.00 0.00 0.00 0.136
H 3.25115 6.00480 0.45316 0.00 0.00 0.00 0.130
H 1.70879 4.09835 0.43460 -0.03 0.00 -0.02 0.050
H 4.03809 1.00050 -1.25388 -0.01 -0.02 0.01 0.118
H 5.07636 -0.95352 -2.34707 0.00 0.02 0.00 0.134
H 4.60192 -3.22827 -1.51890 0.01 0.00 0.01 0.140
H 3.06303 -3.58778 0.37330 0.00 0.00 0.01 0.133
H 1.96288 -1.65806 1.45338 0.03 -0.01 0.02 0.098
H -1.11096 2.20326 5.23528 -0.01 0.00 0.00 0.121
H -1.74905 0.92016 7.24018 0.00 0.00 0.00 0.133
H -1.19539 -1.48056 7.40413 0.00 0.00 0.00 0.136
H -0.03840 -2.62961 5.54752 0.00 0.00 0.00 0.130
H 0.57602 -1.38643 3.51746 0.00 0.01 0.00 0.098
H 2.17548 2.93680 4.61888 0.00 0.01 0.00 0.123
H 2.30480 5.33137 5.17786 0.01 0.00 0.00 0.132
H 0.69499 6.92510 4.19673 0.00 0.00 0.00 0.133
H -1.08135 6.13561 2.67380 0.00 0.01 0.01 0.128
H -1.26231 3.74185 2.12452 0.02 0.00 -0.04 0.096
S -0.10807 2.87551 -1.34405 -0.01 0.09 -0.13 0.747
C 0.32776 2.31718 -2.96849 0.16 0.00 0.02 -0.671
N 1.31198 1.46440 -3.16243 -0.02 0.01 -0.01 0.060
C 1.79691 1.10879 -4.51422 -0.01 -0.03 0.02 -0.113
C 0.64100 1.20639 -5.49434 0.02 0.01 -0.03 -0.134
C -0.01860 2.56867 -5.39245 -0.02 -0.01 0.04 -0.100
N -0.32599 2.85642 -3.97105 -0.03 0.02 0.02 0.062
H 1.80471 1.12308 -2.35318 0.00 -0.08 0.01 0.100
H 2.19181 0.09628 -4.46443 0.00 0.00 0.00 0.135
H 2.60921 1.78652 -4.78149 0.00 0.00 -0.02 0.143
H -0.08703 0.41801 -5.29622 0.00 -0.01 0.00 0.131
H 1.01113 1.06070 -6.50782 -0.01 0.00 0.00 0.144
H -0.95743 2.60227 -5.94038 0.01 0.01 -0.01 0.143
H 0.62704 3.36390 -5.76696 0.00 0.00 0.00 0.146
H -1.02412 3.55826 -3.76648 0.01 0.01 0.01 0.152
C -3.25542 -2.54849 -0.29858 0.00 0.00 -0.03 -0.040
C -1.87995 -1.98653 -0.52391 -0.03 0.03 0.04 -0.167
O -1.48367 -1.08914 0.60867 0.11 -0.04 0.10 -0.225
P -1.92208 0.34588 0.95848 0.34 -0.25 -0.15 0.554
O -2.45060 0.47590 2.38319 -0.07 0.01 0.18 -0.262
C -3.78105 -0.07264 2.87678 -0.08 0.03 0.00 -0.127
C -3.56206 -1.37571 3.58486 0.06 0.00 -0.02 -0.033
O -3.02627 0.90464 0.04040 0.12 0.17 0.09 -0.205
C -3.30152 1.10852 -1.39270 0.00 -0.03 -0.13 -0.205
C -4.55312 1.93487 -1.50707 0.02 0.00 0.01 -0.030
H -3.54921 -3.11603 -1.18358 0.02 -0.03 0.01 0.111
H -3.99849 -1.76144 -0.15540 -0.01 -0.01 -0.02 0.081
H -3.27439 -3.22757 0.55168 -0.01 0.03 0.02 0.097
H -1.79061 -1.40170 -1.43780 0.00 0.00 0.00 0.111
H -1.10236 -2.74337 -0.50365 -0.02 -0.03 -0.05 0.131
H -4.43727 -0.14618 2.01174 0.05 0.00 -0.03 0.119
H -4.13583 0.72027 3.52740 0.00 0.01 0.00 0.137
H -3.02630 -2.09027 2.95903 -0.03 -0.01 0.00 0.081
H -4.53805 -1.80371 3.82060 -0.01 0.02 0.02 0.114
H -3.01929 -1.23365 4.51667 0.02 -0.01 0.00 0.071
H -3.40612 0.12038 -1.83715 -0.01 0.00 0.00 0.121
H -2.42490 1.61134 -1.80847 -0.03 -0.01 0.01 0.057
H -5.41538 1.40348 -1.10899 0.00 0.01 0.01 0.100
H -4.74360 2.13663 -2.56200 0.00 -0.02 0.00 0.105
H -4.44531 2.88746 -0.99041 0.00 0.00 -0.01 0.096
```
Positions in Å, forces in eV/Å.

Record 2
Molecular formula: C4H5N3OS
Method: DFT, ωB97M-V/def2-TZVPD

Computed properties:
multiplicity	1
gap between HOMO and LUMO	9.45	eV
charge	0
LUMO level	0.648	eV
SMILES string	Oc1cc[nH]n1.N=C=S
electronic energy	-21580.6882	eV
ΔE to the lowest compared entry with this formula, charge and spin	53.67	kcal/mol

Geometry as XYZ:
```
14
Properties=species:S:1:pos:R:3:forces:R:3:lowdin_charge:R:1
C 2.01704 0.83105 -0.37370 -0.74 0.27 -0.29 0.019
C 2.24649 -0.49569 -0.34936 -2.58 -0.38 0.40 -0.071
C 0.63890 0.92411 -0.03899 0.14 -0.66 1.18 -0.397
C -3.45921 -0.48346 -0.09467 2.53 -1.32 1.83 -0.926
N 1.05822 -1.15069 -0.03997 3.99 1.81 -1.25 0.014
N 0.13083 -0.24940 0.21893 -1.15 -0.58 0.46 0.035
N -2.42781 -0.99773 0.26186 -1.05 0.79 -0.58 0.094
O -0.10142 1.98047 0.22614 0.85 2.38 -1.24 0.115
S -4.90950 0.06370 -0.26290 -1.02 0.48 -0.65 0.640
H 2.74792 1.54772 -0.65932 0.05 0.66 0.05 0.104
H 3.13365 -0.99412 -0.47244 1.79 -1.28 -0.44 0.093
H 1.14750 -2.07867 0.24678 -1.10 -1.46 0.74 0.136
H -0.81121 1.86226 0.83409 -0.75 -0.73 0.59 0.106
H -1.41139 -0.75954 0.50356 -0.96 0.03 -0.79 0.037
```
Positions in Å, forces in eV/Å.

Record 3
Molecular formula: C27H28AsClPSrTe
Method: DFT, ωB97M-V/def2-TZVPD

Computed properties:
multiplicity	1
gap between HOMO and LUMO	6.11	eV
charge	+1
LUMO level	-3.221	eV
electronic energy	-119227.5303	eV

Geometry as XYZ:
```
60
Properties=species:S:1:pos:R:3:forces:R:3:lowdin_charge:R:1
Sr 0.53347 0.17625 1.32647 -0.07 -0.82 0.06 0.775
Cl -1.55332 -0.36842 -0.82904 -0.12 0.22 -0.14 0.604
C -2.19181 -1.93864 -1.30251 0.18 -0.13 0.20 -0.617
C -3.09617 -1.95844 -2.34401 0.00 0.03 -0.03 -0.092
C -3.63021 -3.17908 -2.73039 -0.01 -0.06 0.01 -0.055
C -3.25409 -4.33997 -2.07220 0.05 -0.02 0.02 -0.054
C -2.34855 -4.28902 -1.01899 -0.07 -0.10 -0.07 -0.059
C -1.79748 -3.07936 -0.60493 -0.01 0.21 0.12 -0.383
P -0.60098 -2.94893 0.78096 0.03 0.03 -0.17 1.023
C -0.32730 -4.68886 1.23164 0.14 0.04 -0.04 -0.406
C 0.65647 -5.38515 0.52676 0.00 -0.01 0.00 -0.108
C 0.88959 -6.72737 0.78836 -0.03 0.04 0.02 -0.071
C 0.15200 -7.37685 1.77080 0.01 0.03 -0.02 -0.067
C -0.81820 -6.68533 2.48270 0.00 0.02 0.02 -0.064
C -1.06047 -5.34405 2.21537 -0.07 -0.06 0.02 -0.079
C -1.59129 -2.27868 2.16027 0.15 0.06 -0.01 -0.464
C -0.86967 -1.97662 3.32256 0.02 0.07 0.02 -0.192
C -1.49985 -1.42219 4.42749 0.04 -0.01 -0.02 -0.081
C -2.85787 -1.14271 4.37112 -0.05 -0.05 -0.02 -0.074
C -3.57776 -1.42877 3.22015 0.01 -0.02 0.01 -0.068
C -2.95139 -1.99668 2.11714 -0.09 0.02 0.03 -0.083
H -3.37837 -1.03981 -2.84030 0.01 -0.01 0.01 0.114
H -4.34223 -3.21611 -3.54458 0.03 0.00 0.02 0.117
H -3.66727 -5.29382 -2.37512 0.01 0.04 0.02 0.115
H -2.06777 -5.20506 -0.51313 -0.02 0.05 -0.01 0.108
H 1.23485 -4.87568 -0.23737 0.00 -0.02 0.03 0.104
H 1.64935 -7.26365 0.23410 -0.02 0.02 0.01 0.110
H 0.33735 -8.42173 1.98444 -0.01 0.02 -0.01 0.111
H -1.39138 -7.19110 3.24906 0.01 0.01 -0.01 0.111
H -1.82682 -4.81518 2.77006 0.03 -0.01 -0.01 0.109
H 0.19074 -2.22819 3.37847 -0.02 -0.04 0.02 0.102
H -0.93533 -1.20513 5.32584 -0.01 -0.01 -0.02 0.116
H -3.35273 -0.69674 5.22344 0.01 0.01 -0.02 0.118
H -4.63570 -1.20222 3.17561 0.04 0.00 0.00 0.119
H -3.53039 -2.21669 1.22721 0.04 0.00 0.02 0.114
Te -1.78281 1.91003 2.12008 -0.27 0.30 -0.07 0.647
C -1.10599 3.11482 3.72315 0.15 -0.04 0.02 -0.685
C -1.75662 4.32005 3.97536 0.09 0.04 0.08 -0.167
C -1.35320 5.12880 5.03189 0.03 -0.04 -0.01 -0.084
C -0.29617 4.74784 5.84865 -0.02 0.00 -0.02 -0.092
C 0.35702 3.54681 5.60630 -0.02 -0.01 -0.05 -0.098
C -0.04841 2.73657 4.55236 -0.12 0.16 0.02 -0.187
H -2.57912 4.63143 3.34401 0.01 0.00 0.01 0.086
H -1.86768 6.06465 5.21510 0.01 -0.04 -0.01 0.106
H 0.01433 5.38046 6.67114 -0.01 -0.02 -0.04 0.104
H 1.18023 3.23720 6.24042 -0.04 0.01 -0.03 0.102
H 0.45677 1.79106 4.39194 0.02 -0.09 0.01 0.062
C 4.23940 0.30479 -1.82470 -0.01 -0.09 0.04 -0.319
As 2.46223 0.76297 -1.19519 -0.07 0.27 0.03 0.956
C 1.57258 0.98823 -2.90989 -0.01 -0.05 -0.01 -0.317
C 2.74482 2.64579 -0.74525 0.02 0.00 -0.06 -0.324
H 4.56087 1.06573 -2.53234 0.04 0.01 -0.03 0.037
H 4.20789 -0.66228 -2.32117 0.02 -0.03 -0.01 0.029
H 4.94350 0.25399 -0.99793 0.01 0.01 0.03 0.027
H 2.09740 1.75046 -3.48324 0.00 0.00 -0.03 0.037
H 0.53554 1.28722 -2.77193 0.00 0.01 0.03 0.014
H 1.59686 0.04578 -3.45417 -0.02 -0.01 0.00 0.032
H 3.26662 3.14469 -1.56020 0.01 0.02 -0.02 0.035
H 3.34179 2.73821 0.16061 0.02 0.00 0.03 0.025
H 1.78693 3.14124 -0.58783 -0.03 0.00 0.02 0.027
```
Positions in Å, forces in eV/Å.